C6H10O | ωB97M-V with the def2-TZVPD basis set

Positions of all 17 atoms, in Å:
1 C 2.032381 -0.754580 -1.000774
2 C 2.271472 -0.222162 0.196495
3 O 1.470765 0.429196 1.070534
4 C 0.051631 0.362053 1.071761
5 C -0.714630 0.707988 -0.183800
6 C -1.306183 -0.352365 -1.068820
7 C -2.187798 0.403294 -0.119603
8 H 2.883321 -1.184003 -1.519034
9 H 1.073974 -0.759269 -1.504313
10 H 3.281794 -0.237607 0.604601
11 H -0.209299 1.097800 1.838448
12 H -0.270727 -0.625465 1.435994
13 H -0.420623 1.641067 -0.660764
14 H -1.391359 -0.130000 -2.130011
15 H -1.088903 -1.394870 -0.843769
16 H -2.895325 1.126943 -0.511776
17 H -2.542195 -0.127495 0.763049

Cartesian forces (eV/Å) of the 2 atoms listed first:
0.0 0.0 0.1
0.1 -0.1 -0.1

Highest occupied orbital energy in eV: -8.8
SMILES string: C=COCC1CC1
2S+1: 1
Charge: 0